1.
This record from the Open Molecules 2025 dataset describes C19H13IN4O2S in the gas phase. The level of theory is wB97M-V/def2-TZVPD.

The geometry in XYZ format:
```
40
Properties=species:S:1:pos:R:3:forces:R:3:mulliken_charge:R:1
N -3.9152 -1.4931 -1.2511 3.4 0.4 0.6 -0.59
C -2.7764 -1.2535 -1.0562 -2.9 0.2 -0.4 -0.46
C -1.4417 -0.7383 -0.8059 -0.7 1.1 -0.3 0.95
C -1.2101 0.4934 -0.0984 -0.8 0.0 1.2 0.14
N -2.1125 1.2648 0.5885 -1.0 -0.9 -0.7 -0.14
C -3.4982 1.2681 0.6373 -3.4 -0.6 -0.6 0.07
C -4.1987 0.2742 1.3222 -0.6 -1.5 0.9 0.08
C -5.6125 0.2617 1.4875 0.6 -1.6 0.4 -0.48
C -6.3199 1.2439 0.8964 -2.1 0.1 0.0 0.02
I -8.5141 1.2404 1.1162 1.5 0.1 -0.2 0.04
C -5.7068 2.2152 0.1515 -0.8 2.3 -0.1 -0.51
C -4.3297 2.2576 -0.0052 0.5 -0.6 1.0 -0.52
N -0.0300 1.0840 0.0798 1.4 -1.2 -1.3 -0.60
C 1.0322 0.5207 -0.5009 -0.4 0.3 0.4 -0.11
S 2.5399 1.4757 -0.2629 0.0 -0.2 -0.1 -0.14
C 3.3495 0.4987 1.0647 0.3 1.7 0.3 -0.47
C 4.6681 1.1711 1.5781 0.5 -0.1 -0.1 -0.65
O 4.4577 2.3363 2.4295 -0.1 -2.7 0.3 -0.51
C 0.9064 -0.6378 -1.3039 0.1 0.9 0.2 0.95
C 2.0905 -1.1414 -1.9310 2.5 -0.6 -1.9 -0.54
N 3.0710 -1.4500 -2.5053 -2.6 0.6 1.7 -0.58
C -0.3750 -1.2036 -1.5485 2.4 1.9 0.4 1.30
C -0.4320 -2.2782 -2.4736 -1.1 -2.2 -0.5 -0.24
C -0.8284 -3.4793 -2.0282 -0.5 -2.4 -2.1 -0.31
C -0.7173 -4.3954 -3.1985 1.3 1.4 -0.5 -0.66
C -0.2392 -3.5864 -4.2456 -1.0 -2.6 1.9 -0.26
O -0.0953 -2.3149 -3.7991 0.5 0.8 -0.1 -0.38
H -1.7858 2.1823 0.6673 1.1 1.3 0.4 0.30
H -3.7181 -0.6419 1.7461 0.1 1.2 -0.3 0.31
H -6.2045 -0.5498 2.0063 1.4 0.9 -0.5 0.28
H -6.3767 3.0891 -0.1109 1.2 -1.1 -0.3 0.27
H -3.9402 3.1267 -0.5140 0.4 -0.1 -0.1 0.39
H 3.4053 -0.4814 0.6536 0.8 -0.9 0.0 0.48
H 2.7239 0.4983 1.9348 -0.7 -0.1 0.4 0.33
H 5.1764 0.4392 2.2389 -0.4 0.3 -0.3 0.33
H 5.4025 1.3700 0.7582 -0.7 0.1 0.5 0.33
H 4.4569 3.1422 1.9636 0.0 1.3 -1.2 0.31
H -1.2611 -3.6958 -1.0633 0.3 -0.1 0.0 0.58
H -0.7419 -5.5003 -3.2686 -0.4 1.0 0.3 0.32
H -0.0046 -3.9750 -5.2767 -0.1 1.4 1.2 0.40
```
Positions in Å, forces in eV/Å.

Computed properties:
**Energy relative to the best compared isomer or geometry (same formula, charge and spin)**: 1.654 eV
**Total energy**: -1797.10429 Ha
**Orbital gap**: 0.2967 hartree
**HOMO**: -8.83 eV
**Lowest unoccupied orbital energy**: -0.76 eV


2.
This record from the Open Molecules 2025 dataset describes 14 unconnected molecules or ions with the total composition C74H174N10O14. The level of theory is wB97M-V/def2-TZVPD.

The geometry in XYZ format:
```
272
Properties=species:S:1:pos:R:3:forces:R:3:mulliken_charge:R:1
C 4.4060 4.0881 -2.8898 0.5 1.5 -0.3 -0.94
C 4.9035 3.4765 -4.1719 -0.2 0.2 0.4 0.35
C 6.4111 3.5835 -4.3488 -0.1 1.3 -2.0 -0.86
O 6.7991 4.9506 -4.2737 0.0 -0.3 -0.1 -0.29
C 8.1902 5.1732 -4.3500 0.3 -0.3 -0.5 -0.81
N 4.4778 2.1081 -4.1960 0.1 -0.8 -0.2 -0.34
H 4.8478 5.1099 -2.8913 -0.7 -0.5 0.4 0.48
H 4.7824 3.5621 -2.0389 0.5 -0.5 0.7 0.27
H 3.3176 4.1039 -2.7991 0.2 0.2 -0.2 -0.06
H 4.3509 3.9524 -4.9560 0.2 0.7 -0.9 0.35
H 6.6824 3.1867 -5.3707 -0.2 0.2 0.7 0.39
H 6.9835 3.0308 -3.6527 0.3 -0.9 1.2 0.46
H 8.7042 4.5433 -5.1034 -0.4 -0.1 0.3 0.31
H 8.7203 5.0403 -3.3904 -0.3 0.1 -0.2 0.30
H 8.3012 6.1793 -4.7270 0.2 0.4 0.3 0.26
H 4.8945 1.6248 -4.9916 0.0 -0.2 0.4 0.22
H 4.8148 1.7493 -3.3146 0.0 -1.1 0.0 -0.18
C 0.3529 -4.0344 3.5198 0.6 1.1 -1.0 -0.24
C 0.7870 -5.4281 3.8261 2.9 -1.0 -0.1 0.44
C -0.3210 -6.4406 3.9152 0.6 -0.7 -0.9 -0.56
O -1.3723 -6.0485 4.6709 -1.5 0.5 0.7 -0.18
C -1.2597 -6.1704 6.0491 -1.9 2.0 0.6 -0.84
N 1.8779 -5.9415 2.8814 -0.9 0.2 0.6 -0.44
H 1.1985 -3.3663 3.1848 -0.6 -0.8 0.7 0.05
H -0.1581 -3.5924 4.3697 -0.1 0.1 0.0 0.51
H -0.3281 -3.9962 2.6670 -0.3 -0.2 0.0 -0.52
H 1.3874 -5.4561 4.7739 -0.8 0.3 -0.4 0.33
H 0.0939 -7.3865 4.3016 0.0 -0.1 -0.3 0.56
H -0.8021 -6.6083 2.9440 0.6 -0.1 -0.3 -0.27
H -2.2835 -5.9047 6.3607 0.3 -0.2 0.4 0.24
H -0.6370 -5.3952 6.5211 0.4 -0.5 -0.2 0.32
H -1.1033 -7.1589 6.4026 0.7 -1.1 0.2 0.37
H 2.1224 -6.8651 3.2314 0.2 0.1 0.0 0.31
H 1.5241 -6.1249 1.9472 -0.3 0.2 -0.1 -0.05
C -1.5159 -2.7147 -5.4917 1.5 -0.1 0.1 -1.20
C -0.2510 -3.5355 -5.0468 -1.9 0.8 -0.9 -0.01
C 0.8053 -2.5585 -4.5411 0.3 -1.6 -0.1 0.27
O 1.7895 -3.3409 -3.8822 0.1 -0.4 0.4 -0.25
C 3.0596 -2.7209 -3.7977 -0.4 0.6 -0.1 -0.09
N -0.7405 -4.4050 -4.0005 1.3 -0.7 1.6 -0.39
H -1.2707 -2.2014 -6.4356 -0.5 -0.2 0.2 0.49
H -1.6723 -1.9296 -4.7100 -0.4 -0.8 -0.6 0.00
H -2.3429 -3.4435 -5.5775 0.1 0.8 -0.1 0.36
H 0.1230 -4.1569 -5.8762 0.2 0.5 0.0 0.53
H 0.3541 -1.8400 -3.8530 0.2 0.1 -0.1 -1.08
H 1.3022 -2.1118 -5.3986 -0.3 0.6 -0.2 0.75
H 3.6792 -3.2712 -3.0761 -0.3 0.2 -0.2 -0.31
H 2.8863 -1.6718 -3.4966 0.6 -0.3 0.1 0.04
H 3.5487 -2.7300 -4.7796 0.1 0.0 0.0 0.58
H 0.1008 -4.8427 -3.6071 -0.3 0.2 0.3 -0.21
H -1.2673 -5.2038 -4.3305 -0.3 0.2 -0.5 0.32
C -3.8366 4.8203 -2.1061 -0.4 -1.3 0.9 -1.30
C -4.8526 3.7935 -2.6681 1.1 0.3 1.1 0.27
C -4.4189 3.3669 -4.0588 -0.8 -1.6 0.6 -0.39
O -4.4995 4.4109 -4.9511 -0.7 1.5 0.5 -0.34
C -4.4338 4.0811 -6.2861 0.0 -0.5 -0.7 -0.72
N -5.0056 2.6322 -1.7702 -0.5 0.2 -1.3 -0.43
H -4.2382 5.2760 -1.2085 -0.1 0.1 0.3 0.38
H -3.6466 5.5915 -2.8030 0.4 0.8 -0.8 0.58
H -2.8979 4.3083 -1.7950 -0.5 0.3 -0.4 0.11
H -5.8317 4.2437 -2.7505 -0.3 0.3 -0.1 0.51
H -5.0801 2.5091 -4.3100 0.2 0.3 -0.3 0.38
H -3.4027 3.0012 -4.0440 0.7 -0.4 0.2 -0.03
H -5.2456 3.4036 -6.5912 0.2 -0.2 0.2 0.30
H -3.4582 3.6352 -6.5156 -0.1 -0.1 -0.3 0.25
H -4.5817 4.9825 -6.8670 0.2 0.3 -0.1 0.27
H -5.4551 2.8614 -0.9064 -0.4 0.4 0.3 0.23
H -4.1368 2.2393 -1.4870 0.8 -0.2 0.0 -0.09
C 2.5514 9.5157 0.7847 -0.5 1.1 -1.2 -2.08
C 1.7165 8.8559 -0.3067 -1.4 0.6 -0.5 2.23
C 2.3694 7.6975 -0.9712 1.4 -0.4 0.0 -1.43
C 2.5320 6.5235 -0.0180 -1.1 -0.6 -0.1 -0.60
C 1.1421 6.0623 0.4604 -0.5 0.1 0.1 0.61
C 0.3300 7.2547 1.0735 0.7 -1.2 -0.1 1.80
N 0.4267 8.3525 0.1528 -1.0 1.8 -0.3 0.07
O -0.2157 9.4957 0.8152 -0.1 -1.0 0.7 -0.59
C -1.1418 6.8310 1.1057 0.3 1.2 1.7 -1.74
C 0.8755 7.6071 2.4890 0.8 0.4 -1.4 -1.76
C 1.3328 9.9314 -1.3821 0.5 0.3 -0.2 -1.92
H 3.2023 8.8704 1.3339 0.3 -0.2 0.4 0.30
H 1.8729 10.1183 1.3815 0.1 -0.3 0.5 0.31
H 3.1037 10.2684 0.2441 0.9 0.2 0.0 0.59
H 1.8839 7.3414 -1.8820 -0.3 0.2 0.1 0.05
H 3.3709 8.0357 -1.2423 0.2 0.0 -0.3 0.49
H 3.1120 6.7915 0.8604 0.5 -0.1 -0.1 0.38
H 2.9970 5.7411 -0.6168 0.3 -0.3 0.5 0.12
H 1.1238 5.2899 1.2642 0.5 0.3 -0.5 -0.20
H 0.5887 5.5943 -0.3850 0.3 0.5 0.4 -0.67
H -1.6519 7.4375 1.8956 0.1 -0.5 -0.7 0.37
H -1.6088 7.0292 0.1559 -0.1 -0.2 -0.4 0.46
H -1.1496 5.7985 1.4062 -0.5 -0.5 0.0 0.22
H 2.0058 7.7010 2.4661 -1.5 -0.2 0.3 0.07
H 0.4247 8.5755 2.6909 0.2 0.0 0.6 0.56
H 0.5676 6.8646 3.1990 -0.1 -0.2 0.4 0.58
H 2.2320 10.1660 -1.9875 -0.5 -0.4 0.0 0.48
H 1.0988 10.9280 -0.9523 -0.2 -0.6 0.0 0.54
H 0.4797 9.5802 -2.0183 0.9 0.2 0.5 0.29
H -0.4497 10.1089 0.1291 -0.3 0.1 -0.7 0.39
C -6.5780 0.1205 5.0470 0.8 -0.3 0.7 -1.68
C -5.1089 0.0131 5.4935 0.3 -0.1 1.4 1.31
C -5.0058 -1.0738 6.5660 0.2 1.3 0.1 -1.26
C -4.9868 -2.4387 6.0121 -0.8 -1.5 -0.7 -0.86
C -3.8819 -2.5797 5.0051 0.9 0.3 -1.5 -1.49
C -3.9653 -1.5462 3.8296 -1.0 -0.2 0.6 1.84
N -4.0657 -0.2527 4.5244 -0.3 -1.3 0.2 0.88
O -4.2490 0.7147 3.5686 -0.4 1.2 -2.1 -0.64
C -2.7043 -1.4611 2.9655 -0.6 -1.2 0.5 -0.12
C -5.1816 -1.8928 2.9072 0.4 0.3 0.9 -1.58
C -4.6836 1.3615 6.1123 -1.3 -0.6 0.0 -2.09
H -7.0620 0.6018 5.9036 -0.2 0.3 -0.5 0.54
H -7.0193 -0.8693 5.0094 -0.2 -0.1 -0.5 0.42
H -6.6352 0.6837 4.1255 -0.5 0.1 -0.1 0.21
H -4.0692 -0.9254 7.0870 0.4 0.1 0.3 0.37
H -5.8029 -0.9017 7.2729 -0.3 -0.1 0.4 0.43
H -5.9531 -2.7619 5.5844 0.2 0.3 0.0 0.35
H -4.8163 -3.1544 6.7992 0.1 -0.3 0.5 0.49
H -3.7676 -3.5863 4.5990 -0.3 -0.1 -0.1 0.49
H -2.9358 -2.3893 5.4933 0.4 0.2 0.3 0.38
H -1.8641 -1.1364 3.5866 0.1 -0.2 -0.3 0.15
H -2.5716 -2.4757 2.5291 0.4 0.6 0.2 -0.09
H -2.8591 -0.7468 2.1659 0.1 0.0 -0.1 -0.81
H -5.3571 -1.1501 2.1220 0.0 -0.1 0.4 0.08
H -4.9326 -2.8370 2.4582 0.0 -0.5 -0.5 0.35
H -6.0942 -2.0512 3.4911 0.1 0.2 -0.2 0.51
H -3.6628 1.3446 6.4213 0.8 0.0 0.1 0.34
H -5.3119 1.5338 6.9747 -0.1 0.2 0.4 0.56
H -4.8788 2.1594 5.4159 0.1 0.4 -0.2 0.38
H -3.4753 1.2428 3.6796 0.9 0.9 -0.2 -0.12
C -0.5103 2.8288 -0.2541 0.7 0.9 -0.5 -2.24
C -0.2698 1.5695 -1.0748 -1.3 0.1 0.5 1.48
C 1.0820 1.5585 -1.7051 0.8 0.5 -0.9 -0.81
C 1.5094 0.2292 -2.2758 -0.7 -0.3 -0.1 -0.31
C 1.4218 -0.7977 -1.1649 1.0 0.4 1.1 1.08
C 0.0432 -0.8632 -0.4506 1.5 -0.8 -0.7 1.88
N -0.2334 0.5109 -0.0681 -0.4 -0.4 -0.1 1.03
O -1.3766 0.5568 0.7353 -1.1 -0.1 0.2 2.67
C -0.8889 -1.5878 -1.4399 0.1 -0.4 1.5 0.02
C 0.1218 -1.6892 0.8710 -0.4 0.9 -0.6 0.32
C -1.3676 1.4614 -2.1747 -0.1 -0.6 1.1 -0.03
H 0.3360 2.9110 0.4252 0.0 0.1 0.3 0.22
H -1.4394 2.9259 0.3052 0.0 -0.6 -0.2 0.92
H -0.4839 3.7060 -0.8968 0.2 0.1 -0.3 0.31
H 1.1010 2.3325 -2.4751 0.3 0.1 0.1 -0.14
H 1.8593 1.7232 -0.9688 0.0 0.8 0.5 0.23
H 2.5084 0.3147 -2.6784 0.6 0.0 0.2 0.70
H 0.9359 -0.0693 -3.1465 -0.5 0.0 -0.1 -0.76
H 2.2037 -0.5274 -0.4183 -0.5 0.0 -0.1 -0.69
H 1.7504 -1.7550 -1.5222 -0.2 -0.8 -0.2 -0.36
H -0.3700 -2.5283 -1.6658 -0.4 0.1 -0.1 -0.60
H -1.8011 -1.8242 -0.8966 -0.4 -0.2 -0.3 -0.58
H -1.1082 -1.0545 -2.3400 -0.1 0.0 -0.4 -0.06
H 0.3602 -2.7417 0.7508 0.2 0.0 -0.3 0.34
H 0.7882 -1.1896 1.5622 0.4 -0.1 0.0 -0.63
H -0.8419 -1.6119 1.3562 -0.2 -0.2 0.0 -0.95
H -1.3377 2.3325 -2.8254 0.0 0.1 0.0 0.31
H -2.3736 1.3735 -1.7053 0.6 0.1 -0.4 -1.63
H -1.1768 0.5531 -2.7339 -0.3 0.4 -0.5 -0.23
H -2.2123 0.5407 0.2170 0.3 0.0 0.0 -0.71
C 2.5672 0.8886 2.7394 1.2 0.1 -0.5 -1.13
C 1.8009 1.5572 3.8838 1.6 0.1 0.4 1.57
C 2.6082 2.8031 4.3352 0.0 -1.5 -0.5 -1.76
C 1.8885 3.8701 5.0748 0.3 0.1 1.8 -0.97
C 0.6714 4.2788 4.2942 -0.7 0.7 0.6 -0.59
C -0.2116 3.0578 4.0458 -1.2 0.1 0.1 2.16
N 0.5979 2.0735 3.2715 -0.6 0.1 1.6 0.70
O -0.2167 0.9513 3.1083 -0.8 -0.7 -0.7 1.45
C -0.8992 2.5521 5.4148 1.2 -0.8 -2.8 -1.58
C -1.3667 3.4105 3.0839 0.3 0.9 0.5 0.19
C 1.7173 0.4617 5.0357 0.9 0.3 -1.3 -1.56
H 3.5646 0.5171 3.0390 -0.3 0.3 0.3 0.62
H 2.7622 1.5999 1.9044 -0.4 -0.4 0.4 0.23
H 2.0641 0.0023 2.3621 -0.3 0.2 -0.1 -0.68
H 3.4574 2.4064 4.8508 0.7 0.0 0.6 0.55
H 2.9929 3.2886 3.4650 0.3 0.2 -1.0 0.43
H 2.6411 4.6420 5.2749 -0.4 0.4 -0.3 0.47
H 1.6274 3.5501 6.1112 -0.1 0.0 -0.7 0.38
H 0.9069 4.8314 3.3929 0.4 -0.5 -0.6 -0.95
H 0.0971 5.0564 4.8111 -0.2 -0.3 0.4 0.77
H -0.1121 2.3949 6.1150 0.2 -0.2 0.9 0.36
H -1.6107 3.2729 5.7645 -0.4 0.3 0.1 0.48
H -1.3505 1.5823 5.1177 0.0 0.5 0.6 0.12
H -1.8810 4.3052 3.5196 0.3 -0.5 -0.7 0.97
H -0.9189 3.6040 2.0845 -0.6 0.1 0.8 -1.00
H -2.1064 2.6040 3.0036 0.3 0.1 -0.1 -1.12
H 2.7554 0.2018 5.3909 -1.0 0.4 -0.4 0.37
H 1.2606 -0.4462 4.6357 0.0 0.1 0.0 0.09
H 1.1403 0.7767 5.8632 -0.6 0.4 1.0 0.42
H -0.4901 1.0078 2.1788 -0.2 -0.3 0.1 -0.53
C -4.4001 -5.4251 -3.5313 -1.0 -2.5 0.5 -1.73
C -4.3282 -5.7914 -2.0289 0.5 0.3 0.1 1.04
C -4.4126 -7.3424 -1.8516 0.8 1.2 -1.4 -1.13
C -4.0512 -7.7950 -0.4686 1.0 0.3 -0.5 -0.72
C -2.6504 -7.2911 -0.1479 0.6 1.1 0.8 -1.32
C -2.4381 -5.7436 -0.2697 -0.5 -0.4 -0.8 2.12
N -2.9711 -5.3885 -1.5991 0.2 -1.6 -0.1 0.30
O -2.7102 -4.0634 -1.8606 0.1 1.7 -0.5 0.81
C -2.9906 -4.9122 0.9478 -0.1 -2.1 -1.0 -1.21
C -0.9401 -5.4591 -0.4098 0.1 -0.4 2.0 -1.32
C -5.4310 -5.0462 -1.2743 0.9 0.0 0.5 -1.39
H -3.6011 -5.9868 -4.0293 0.1 0.5 -0.1 0.30
H -4.3495 -4.3733 -3.6768 0.0 0.7 -0.3 0.26
H -5.3432 -5.8855 -3.9335 0.6 0.8 0.2 0.46
H -5.4036 -7.6674 -2.1316 -0.4 -0.2 -0.2 0.42
H -3.6709 -7.7142 -2.6069 -0.6 -0.1 0.6 0.34
H -4.0565 -8.8871 -0.4392 -0.3 0.1 0.4 0.44
H -4.7514 -7.3402 0.2099 -0.4 -0.3 0.6 0.35
H -1.8981 -7.7169 -0.8231 -0.2 -0.3 0.1 0.47
H -2.3760 -7.5127 0.8947 0.0 -0.3 -0.2 0.15
H -2.2219 -5.0010 1.7209 -0.3 0.5 0.2 -0.18
H -3.2151 -3.9291 0.5868 0.2 0.8 0.2 0.28
H -3.9249 -5.3867 1.2847 0.3 0.3 0.2 0.36
H -0.7840 -4.3954 -0.2399 0.2 0.1 -0.4 -0.52
H -0.4209 -5.9782 0.4498 -0.2 0.3 -0.9 0.26
H -0.5564 -5.7985 -1.3642 0.1 0.0 -0.1 0.40
H -6.3487 -5.2393 -1.8162 -0.5 0.1 0.5 0.56
H -5.2029 -3.9733 -1.2839 -0.2 -0.1 -0.2 0.07
H -5.4159 -5.3422 -0.2019 -0.6 0.0 -0.8 0.24
H -2.0126 -4.0159 -2.5739 -0.5 -0.4 0.5 -0.14
C 6.4150 -3.1864 -1.6092 0.8 0.2 0.3 -2.10
C 5.4530 -4.0354 -0.7684 0.5 0.8 0.5 2.25
C 4.5451 -3.0568 -0.0328 -0.6 -0.2 -0.1 0.60
C 3.3466 -3.7463 0.6056 -0.8 0.3 0.0 -0.37
C 2.6337 -4.4997 -0.5219 1.2 -0.5 0.0 0.88
C 3.5494 -5.5965 -1.1401 -0.5 0.7 0.4 2.00
N 4.6823 -4.8405 -1.6995 0.1 -0.8 0.0 0.32
O 5.6248 -5.7809 -2.2326 -0.1 -0.3 -1.1 -0.61
C 3.8590 -6.7318 -0.1343 -0.7 1.1 -0.5 -2.14
C 2.7511 -6.1840 -2.3005 0.5 -0.4 -0.8 -1.28
C 6.2395 -4.8054 0.3222 -0.7 -0.5 -1.1 -1.89
H 7.1974 -3.7357 -2.1410 -0.3 -0.3 0.1 0.39
H 6.9733 -2.4884 -0.9636 -0.3 -0.1 -0.1 0.43
H 5.8726 -2.5984 -2.3498 -0.1 -0.2 -0.2 0.46
H 5.1763 -2.5732 0.7029 0.0 0.4 0.2 0.94
H 4.1526 -2.3142 -0.7364 0.0 0.1 0.0 -1.48
H 2.6429 -2.9761 1.0174 0.7 -0.7 -0.1 -0.77
H 3.6415 -4.4408 1.4114 -0.3 0.5 -0.2 0.77
H 2.3983 -3.7955 -1.3391 -0.4 -0.4 0.4 -0.52
H 1.7897 -5.0893 -0.2087 -0.8 0.4 0.3 -0.64
H 4.1814 -6.3995 0.8387 -0.1 0.1 0.3 0.28
H 2.9033 -7.2347 -0.0525 -0.1 -0.5 0.3 0.51
H 4.5948 -7.3808 -0.5429 0.5 -0.7 -0.4 0.43
H 2.6827 -5.4020 -3.0746 -0.3 -0.4 0.2 0.05
H 3.2761 -7.0628 -2.7325 -0.3 0.4 0.2 0.47
H 1.7423 -6.5302 -1.9997 0.5 0.3 0.0 0.14
H 7.0854 -4.1745 0.5657 0.2 -0.3 0.5 0.55
H 6.5347 -5.7424 -0.1440 0.6 0.0 0.3 0.38
H 5.5881 -5.0666 1.1664 0.6 0.4 0.0 0.25
H 5.4564 -5.7789 -3.1976 0.1 0.1 0.8 0.32
C -0.0354 5.7478 -3.8632 0.3 0.3 0.4 -0.70
O 1.0965 5.1419 -3.2409 -0.3 -0.1 -0.6 -0.09
H -0.8308 5.0309 -4.0251 -0.3 -0.3 -0.2 0.20
H -0.4137 6.4721 -3.1455 0.0 0.3 -0.1 0.18
H 0.2075 6.2464 -4.8196 0.0 -0.2 0.4 0.33
H 1.3136 4.3831 -3.8058 0.3 -0.1 0.1 -0.02
C 5.3716 0.4096 -0.3891 0.8 -0.3 0.8 -0.33
O 5.3457 -0.0756 -1.6951 -0.1 1.3 -1.3 -0.47
H 4.5715 -0.0226 0.1743 -0.6 -0.2 0.7 -0.02
H 6.3210 0.1579 0.0964 0.0 -0.1 0.1 0.37
H 5.3006 1.4920 -0.3218 -0.2 0.1 -0.6 0.18
H 5.3848 -1.0231 -1.7112 0.1 -0.6 0.3 -0.01
C -4.8118 -0.4690 -0.3446 -0.1 -0.1 -0.6 -0.42
O -4.1578 0.7218 0.1229 -0.3 -0.8 1.0 -0.78
H -4.5542 -0.5856 -1.3948 0.2 0.0 0.0 0.29
H -4.5067 -1.3768 0.2050 0.0 0.4 -0.2 -0.17
H -5.9058 -0.3717 -0.3394 0.2 0.1 0.3 0.50
H -4.3102 0.7227 1.0894 0.2 0.3 -0.4 0.17
C 1.1295 1.6339 -5.4055 0.4 0.1 1.6 -0.41
O 1.8951 2.6783 -4.7442 -2.0 -0.1 -1.1 -0.58
H 0.7738 1.9194 -6.3863 0.7 0.0 -0.6 0.45
H 1.6493 0.6359 -5.3375 -0.4 1.0 -0.4 0.13
H 0.1880 1.5477 -4.8617 0.0 -0.2 0.4 -0.03
H 2.8033 2.4053 -4.5895 0.9 -0.7 0.3 0.42
```
Positions in Å, forces in eV/Å.

Computed properties:
**Energy relative to the best compared isomer or geometry (same formula, charge and spin)**: 0.000 eV
**Total energy**: -4524.42934 Ha
**Orbital gap**: 0.3080 hartree
**HOMO**: -7.93 eV
**Lowest unoccupied orbital energy**: 0.46 eV


Q: The highest energy relative to the best compared isomer or geometry (same formula, charge and spin) belongs to which entry?
A: C19H13IN4O2S